# 1
The following is a quantum chemistry calculation of a cluster of 3 separate species, C37H55ClF2N6O2PS2 in total, from the OMol25 dataset.

XYZ file:
```
106
Properties=species:S:1:pos:R:3:forces:R:3:lowdin_charge:R:1
C 2.3659 2.2149 -1.3881 0.2 -0.2 0.3 -0.054
C 1.1773 1.4278 -0.8227 0.4 0.0 -0.5 -0.221
C 0.0451 2.3565 -0.4720 -0.1 0.2 -0.1 -0.254
F -0.1804 3.1908 -1.5897 0.0 -0.3 -0.2 -0.029
C -1.3442 1.8902 0.0695 0.1 -0.3 0.2 -0.142
C -2.5948 2.6513 -0.4474 0.2 0.3 0.4 -0.181
C -2.4586 4.1625 -0.6883 0.1 0.0 -0.3 -0.141
C -1.6271 4.8690 0.3857 -0.2 0.3 0.0 -0.218
C -2.0589 4.5846 1.8331 0.4 0.0 0.2 -0.518
S -0.6958 4.1173 2.9539 -0.1 -0.3 0.0 0.746
N -3.4522 1.9138 -1.5574 -0.8 -0.2 0.2 -0.199
S -4.9582 1.1820 -0.7826 0.2 0.1 -0.2 1.072
C -4.1082 2.9294 -2.4980 0.4 -0.5 -0.1 -0.451
O -4.9388 3.6493 -2.0782 0.1 0.2 0.1 0.182
N -3.6695 2.8804 -3.8458 -0.8 0.9 0.2 0.157
C -4.7299 2.5212 -4.7053 0.1 -0.3 0.1 -0.507
O -5.2897 1.4803 -4.6866 -0.1 0.3 0.1 0.207
F -4.9800 3.5027 -5.5560 0.0 -0.1 -0.3 0.179
C -2.8821 0.6138 -2.2009 0.8 -0.5 0.2 -0.196
C -2.2834 0.6116 -3.6289 -0.2 0.2 -0.3 -0.104
C -1.3376 1.6629 -4.2363 0.1 -0.2 -0.1 -0.134
C 0.0689 1.2473 -4.6130 -0.2 0.0 0.2 -0.221
C 0.8662 2.2194 -5.2010 0.0 0.3 0.0 -0.054
C 2.1260 1.9272 -5.6742 0.2 0.1 0.0 -0.074
C 2.6289 0.6434 -5.5494 0.3 0.0 -0.1 -0.081
C 1.8506 -0.3315 -4.9665 0.2 -0.4 0.0 -0.074
C 0.5766 -0.0364 -4.5131 -0.2 -0.1 0.2 -0.051
C -1.9599 -0.2086 -1.2088 0.1 0.7 0.0 -0.188
C -2.3328 -1.6756 -1.2436 0.0 0.2 -0.1 -0.198
C -1.3714 -2.6270 -1.5420 0.4 0.1 -0.1 -0.040
C -1.7092 -3.9598 -1.5683 0.3 -0.2 0.0 -0.035
C -3.0155 -4.3169 -1.3068 -0.2 -0.1 0.0 -0.119
N -3.9676 -3.4255 -1.0500 -0.1 0.0 0.0 0.093
C -3.6191 -2.1443 -1.0263 -0.2 -0.1 0.1 -0.112
C -1.6673 0.3828 0.2236 -0.3 -0.7 -0.6 -0.388
C -2.7961 0.1758 1.2713 -0.1 0.0 0.2 -0.222
C -2.4676 -0.1320 2.7385 -0.5 0.2 0.2 -0.277
C -3.7333 0.1164 3.5596 0.0 -0.6 -0.3 -0.570
Cl -3.8584 1.8186 4.0398 -0.1 0.3 0.0 0.599
P -0.2252 -0.5747 0.9138 0.7 0.4 0.7 0.823
N 0.6390 0.1318 2.0147 -0.4 -0.1 -0.1 -0.231
H 2.4201 3.2181 -0.9679 0.0 0.1 -0.1 0.083
H 2.3495 2.2560 -2.4656 -0.1 0.3 -0.3 0.061
H 3.2862 1.7109 -1.1015 0.1 0.0 0.0 0.083
H 0.8965 0.6689 -1.5489 -0.1 0.0 -0.1 0.086
H 1.5384 0.9379 0.0756 -0.2 0.0 0.2 0.069
H 0.4537 3.0114 0.2979 0.0 0.1 0.0 0.120
H -1.3333 2.2382 1.1062 0.1 0.1 0.1 0.091
H -3.2666 2.6227 0.3969 -0.2 -0.3 0.0 0.077
H -3.4427 4.6209 -0.6686 -0.2 -0.1 0.1 0.116
H -2.0383 4.3871 -1.6666 0.1 0.0 0.0 0.118
H -1.7766 5.9341 0.2146 0.1 0.1 -0.1 0.125
H -0.5662 4.7129 0.2316 0.0 -0.2 0.0 0.081
H -2.5461 5.4508 2.2662 -0.2 0.0 0.0 0.073
H -2.7385 3.7397 1.9168 -0.2 0.1 0.0 0.026
H 0.2650 4.7898 2.3224 0.2 0.2 0.0 -0.133
H -5.2422 2.2493 -0.0221 -0.1 0.1 -0.1 -0.043
H -3.2901 3.7934 -4.0924 0.0 0.0 0.0 0.174
H -3.7751 0.0172 -2.3580 -0.2 0.0 0.1 0.084
H -1.8085 -0.3607 -3.7036 0.0 -0.2 0.2 0.104
H -3.1419 0.5289 -4.2889 0.1 -0.1 -0.1 0.100
H -1.7987 1.9487 -5.1819 0.0 0.1 -0.1 0.120
H -1.3186 2.5848 -3.6650 0.3 0.0 0.3 0.089
H 0.4840 3.2282 -5.3052 0.0 0.0 0.0 0.119
H 2.7275 2.6977 -6.1350 0.0 0.1 0.0 0.110
H 3.6233 0.4150 -5.9048 0.0 0.0 0.0 0.109
H 2.2290 -1.3411 -4.8772 0.0 0.0 0.0 0.109
H -0.0167 -0.8378 -4.0931 0.0 -0.1 0.0 0.093
H -0.9874 -0.1635 -1.6941 0.1 0.1 -0.1 0.097
H -0.3503 -2.3296 -1.7471 0.0 0.0 0.0 0.111
H -0.9654 -4.7114 -1.7858 0.0 -0.1 0.0 0.115
H -3.3055 -5.3598 -1.3133 -0.1 0.0 0.0 0.115
H -4.4201 -1.4483 -0.8143 -0.1 0.0 0.0 0.074
H -3.3957 1.0762 1.3441 0.0 0.1 -0.1 0.045
H -3.4763 -0.5947 0.9220 0.0 -0.1 0.0 0.087
H -2.1840 -1.1673 2.9115 0.3 -0.1 -0.1 0.107
H -1.7020 0.5304 3.1284 0.3 -0.2 0.1 0.080
H -3.7717 -0.5186 4.4376 0.1 0.2 0.3 0.081
H -4.6210 -0.1180 2.9756 -0.1 0.0 0.0 0.074
H 0.5258 -0.9395 -0.2069 -0.1 -0.2 -0.1 0.017
H -0.7437 -1.8215 1.2838 -0.3 -0.1 -0.1 0.037
H 0.2938 1.0498 2.2754 0.2 0.0 0.2 -0.032
C 5.5282 -1.8382 4.3925 0.0 0.0 0.0 -0.112
C 4.3714 -0.8480 4.4335 0.1 0.0 0.0 -0.256
C 3.0175 -1.5301 4.6623 0.1 0.1 0.1 -0.190
C 2.6999 -2.4667 3.5908 -0.1 -0.1 -0.2 -0.252
N 2.4515 -3.1874 2.7316 0.0 0.0 0.0 0.143
H 5.4174 -2.5399 3.5629 0.0 0.0 0.0 0.063
H 6.4755 -1.3159 4.2584 0.0 0.0 0.0 0.075
H 5.5922 -2.4152 5.3153 0.0 0.0 0.0 0.050
H 4.3282 -0.2788 3.5026 0.0 0.0 0.0 0.108
H 4.5304 -0.1290 5.2386 -0.1 0.0 0.0 0.108
H 2.2132 -0.7937 4.7006 0.0 0.0 0.0 0.108
H 3.0217 -2.0799 5.6056 0.0 0.0 0.0 0.124
C 4.7520 -5.9179 3.1088 0.1 0.0 0.0 -0.117
C 6.2478 -6.2076 3.0995 -0.1 0.0 0.0 -0.257
C 6.7736 -6.6346 4.4763 0.0 0.0 -0.1 -0.189
C 6.5560 -5.5924 5.4766 0.0 0.1 0.1 -0.230
N 6.3841 -4.7492 6.2365 0.0 0.0 0.0 0.153
H 4.5128 -5.0893 3.7755 0.0 0.0 0.0 0.048
H 4.4035 -5.6417 2.1144 0.0 0.0 0.0 0.068
H 4.1834 -6.7911 3.4346 0.0 0.0 0.0 0.079
H 6.7935 -5.3217 2.7687 0.0 0.0 0.0 0.108
H 6.4706 -7.0024 2.3861 0.0 0.0 0.0 0.107
H 7.8425 -6.8475 4.4384 0.0 0.0 0.0 0.118
H 6.2664 -7.5401 4.8142 0.0 0.0 0.0 0.121
```
Forces are in eV/Å.

Electronic energy ... -101203.648 eV
Charge ... +1


# 2
The following is a quantum chemistry calculation of the ion C4H10NS with charge +1, from the OMol25 dataset.

XYZ file:
```
16
Properties=species:S:1:pos:R:3:forces:R:3:lowdin_charge:R:1
C -0.9458 1.2721 -0.2038 0.1 3.2 -2.3 -0.003
N -0.1346 0.0693 -0.3931 2.0 2.2 -0.6 -0.233
C 0.8626 0.2555 -1.5116 1.3 -2.7 1.0 0.007
C 0.5773 -0.3833 0.8295 -2.2 -3.4 2.6 -0.484
C -0.4048 -1.3844 1.8864 3.0 0.8 -4.5 -0.236
S 0.9490 -2.1743 0.8229 0.2 1.8 0.8 0.839
H -0.1934 2.1351 -0.4067 -1.8 -1.0 0.7 0.144
H -1.7792 1.2998 -1.0043 1.5 0.0 1.1 0.148
H -1.4378 1.3459 0.7435 0.1 -0.2 0.7 0.096
H -0.7844 -0.4917 -0.8582 -1.0 -2.8 0.3 0.143
H 1.5861 1.0111 -1.4017 1.1 0.7 1.4 0.102
H 1.2957 -0.7522 -1.7228 0.1 0.9 0.6 0.120
H 0.5186 0.5339 -2.4259 -2.5 0.7 -2.4 0.075
H 1.2099 0.3819 1.3935 -0.9 -1.0 -1.3 0.161
H -0.0766 -1.2354 2.8997 -0.8 -0.3 0.3 0.057
H -1.2426 -1.8832 1.3527 -0.1 1.2 1.5 0.063
```
Forces are in eV/Å.

SMILES ... C[NH+](C)[C@H]1CS1
Relative energy (zero: lowest compared OMol25 entry of this formula, charge and spin) ... 301.4 kJ/mol
Charge ... +1


# 3
The following is a quantum chemistry calculation of a cluster of 5 separate species, C21H42F4N7O8S4 in total, from the OMol25 dataset.

XYZ file:
```
86
Properties=species:S:1:pos:R:3:forces:R:3:lowdin_charge:R:1
C -5.3264 22.6420 12.1664 -0.2 0.4 0.9 -0.066
C -6.7161 23.1949 12.5703 -0.3 -1.5 -1.1 -0.249
C -6.9177 23.4631 14.0587 0.3 0.6 -0.5 -0.188
C -8.3588 23.8986 14.2506 -0.2 -0.1 -0.4 -0.123
N -8.6827 24.6214 15.5300 0.4 0.2 -0.1 -0.288
C -8.5330 23.7065 16.7023 -0.2 0.8 1.2 -0.106
C -9.7968 22.8603 16.7389 0.5 -0.2 -1.0 -0.126
C -10.8651 23.7549 16.0753 -0.2 -0.2 -0.1 -0.124
C -10.1380 25.0042 15.5431 -0.5 -0.9 0.3 -0.082
C -7.8294 25.8422 15.6927 -0.4 -0.3 0.3 0.035
H -5.3639 21.6259 11.7848 -0.1 0.1 -0.2 0.064
H -4.7022 22.5913 13.0643 0.2 0.1 -0.2 0.065
H -4.8552 23.3037 11.4466 0.2 -0.2 0.0 0.082
H -7.4435 22.4433 12.2308 -0.1 0.0 0.3 0.115
H -6.9915 24.0409 11.9369 0.2 0.4 0.4 0.113
H -6.1983 24.2516 14.2931 -0.1 0.1 0.3 0.115
H -6.6614 22.5892 14.6587 -0.1 -0.1 -0.1 0.114
H -9.0285 23.0404 14.1743 0.0 0.0 0.2 0.143
H -8.6627 24.5462 13.4265 0.1 0.3 0.1 0.140
H -8.5165 24.3921 17.5555 0.0 -0.2 0.1 0.140
H -7.5668 23.2117 16.7095 -0.1 -0.2 -0.4 0.133
H -10.0554 22.5255 17.7372 0.0 0.1 0.1 0.124
H -9.6300 21.9776 16.1193 -0.1 -0.1 0.2 0.115
H -11.6280 24.0072 16.8069 -0.1 0.2 -0.2 0.120
H -11.3556 23.2466 15.2478 -0.1 -0.2 0.1 0.118
H -10.3322 25.8132 16.2413 0.5 0.3 -0.2 0.138
H -10.4245 25.2505 14.5260 -0.1 0.3 0.1 0.138
H -7.9572 26.4715 14.8170 0.2 0.0 0.0 0.124
H -6.8018 25.5470 15.8643 0.1 0.1 -0.2 0.104
H -8.2061 26.3419 16.5817 0.1 0.2 -0.1 0.109
C 1.3917 18.1739 16.4440 -0.2 1.0 1.0 -0.058
C 0.6259 18.6268 15.2218 1.2 0.2 -1.0 -0.177
N -0.5153 19.4774 15.5387 -0.3 -0.6 1.2 -0.016
C -0.4546 20.7056 16.1763 0.2 -0.4 -0.4 0.019
C -1.7278 21.1278 16.3169 -0.5 0.4 -0.2 0.006
N -2.5543 20.1440 15.8018 0.4 -0.1 0.8 -0.063
C -1.7861 19.1217 15.4607 -0.1 0.0 -1.4 -0.048
C -4.0050 20.1260 15.6913 -0.3 0.0 0.0 0.023
H 2.3187 17.6571 16.2148 -0.2 -0.3 -0.2 0.088
H 0.7692 17.6708 17.1891 0.0 -0.6 -0.4 0.079
H 1.7078 19.0584 17.0119 0.1 0.0 -0.2 0.075
H 0.3827 17.8362 14.5119 -0.8 -0.1 0.4 0.099
H 1.2607 19.2247 14.5605 0.1 0.2 0.3 0.137
H 0.4947 21.0868 16.5043 -0.1 0.4 -0.2 0.142
H -2.1510 22.0422 16.6910 0.2 0.0 0.1 0.133
H -2.1552 18.2059 15.0315 0.1 0.0 -0.1 0.139
H -4.4601 20.8824 16.3261 0.3 0.1 0.1 0.091
H -4.3586 19.1539 16.0260 -0.1 0.0 -0.1 0.105
H -4.3066 20.3036 14.6593 0.1 -0.1 -0.1 0.088
C -0.4966 15.6715 10.1804 -0.5 -0.7 0.8 -0.038
C 0.7202 15.9818 11.0391 -0.2 0.8 -0.6 -0.134
N 0.7278 15.2435 12.3255 0.4 0.0 0.0 -0.010
C 1.8044 14.5505 12.8357 -0.1 0.3 -0.1 0.015
C 1.5326 14.2953 14.1323 0.1 -0.3 0.4 -0.011
N 0.2748 14.7975 14.3965 0.2 -0.2 0.0 -0.087
C -0.1846 15.3494 13.2801 -0.3 0.1 -0.6 -0.041
C -0.4579 14.7053 15.6495 -0.4 0.3 -0.1 0.016
H -0.3682 15.9002 9.1285 0.2 0.2 0.0 0.099
H -1.3628 16.2125 10.5622 0.1 0.2 -0.2 0.040
H -0.7618 14.6143 10.2964 0.2 0.0 -0.3 0.083
H 0.7089 17.0500 11.2686 0.2 -0.2 0.2 0.100
H 1.6765 15.8256 10.5458 0.0 -0.4 0.0 0.131
H 2.6611 14.2955 12.2387 0.1 0.2 0.0 0.144
H 2.1325 13.8111 14.8820 -0.1 -0.1 0.0 0.135
H -1.1574 15.7840 13.1155 0.1 0.2 0.2 0.146
H -1.0282 13.7809 15.7092 0.3 -0.2 0.1 0.105
H -1.1861 15.5152 15.6845 0.1 0.1 0.0 0.089
H 0.2235 14.8295 16.4852 0.0 -0.2 0.0 0.099
N -1.7025 18.0523 12.6196 -3.1 0.6 -0.5 -0.297
S -1.1215 19.3410 11.8892 5.2 1.7 -0.1 0.450
O -1.2487 20.6048 12.5474 -1.2 -0.3 0.3 -0.269
O -1.0729 19.2501 10.4795 -1.0 -0.1 -0.3 -0.211
F 0.4286 19.0372 12.2916 -0.5 -0.6 0.2 -0.223
S -3.2797 18.1582 12.0720 0.1 -1.8 0.9 0.500
O -3.5446 17.3033 10.9810 0.0 -0.4 -0.2 -0.236
O -3.8691 19.4473 12.0977 0.0 0.8 0.2 -0.278
F -3.9800 17.4359 13.3324 0.3 -0.1 0.1 -0.217
N 2.7454 20.5942 8.0262 -1.6 -0.5 -0.2 -0.292
S 2.7181 19.8748 9.4082 2.8 0.3 2.7 0.463
O 2.7519 18.4401 9.4561 -0.6 -0.2 -0.5 -0.313
O 2.0267 20.5318 10.4784 -0.6 0.0 -0.4 -0.309
F 4.2530 20.2244 9.8046 -0.3 0.0 -0.4 -0.227
S 1.3172 20.3036 7.3319 0.7 0.8 -1.6 0.469
O 0.1992 20.9823 7.8835 -0.2 0.1 0.5 -0.275
O 1.1854 18.9562 6.9008 -0.3 -0.5 0.0 -0.285
F 1.6198 21.1155 6.0036 0.1 -0.1 0.1 -0.188
```
Forces are in eV/Å.

Relative energy (zero: lowest compared OMol25 entry of this formula, charge and spin) ... 0.0 kJ/mol
Charge ... +1


# 4
The following is a quantum chemistry calculation of a structure of composition C40H31MnN4O2P2STe, from the OMol25 dataset.

XYZ file:
```
82
Properties=species:S:1:pos:R:3:forces:R:3:lowdin_charge:R:1
Mn -0.1916 -0.8703 -0.7574 -1.0 -1.2 -1.4 0.217
N 1.5005 0.9858 0.6649 0.0 -0.5 -0.1 -0.332
P 2.1193 -0.0480 -0.5922 1.7 1.2 0.3 0.898
C 3.7811 -0.5524 -0.0204 -0.3 -0.3 -0.1 -0.329
C 4.0968 -1.9055 0.0206 -0.2 0.0 0.0 -0.104
C 5.3683 -2.3170 0.3818 0.1 0.0 0.0 -0.061
C 6.3391 -1.3766 0.6827 -0.1 -0.2 0.0 -0.064
C 6.0384 -0.0251 0.6167 0.0 0.1 0.1 -0.068
C 4.7658 0.3917 0.2731 0.0 -0.1 0.1 -0.091
C 2.6199 1.0062 -1.9915 -0.2 -0.4 0.0 -0.395
C 3.2401 2.2509 -1.9426 -0.1 -0.1 -0.1 -0.110
C 3.5865 2.8793 -3.1257 0.0 0.2 0.1 -0.063
C 3.3391 2.2702 -4.3462 0.0 -0.2 -0.1 -0.060
C 2.7098 1.0360 -4.3968 0.1 0.2 -0.2 -0.058
C 2.3380 0.4155 -3.2212 -0.1 -0.2 0.2 -0.103
P 0.1509 0.1300 1.3398 0.6 1.6 1.8 0.896
C 0.7710 -0.2765 2.9941 -0.2 -0.3 -0.3 -0.345
C 1.2840 0.7346 3.8018 -0.1 -0.1 0.0 -0.093
C 1.7973 0.4164 5.0440 0.1 0.1 0.0 -0.066
C 1.7901 -0.9000 5.4825 0.0 -0.1 0.0 -0.062
C 1.2623 -1.9017 4.6838 0.1 0.0 0.2 -0.062
C 0.7575 -1.5934 3.4325 -0.2 0.0 -0.2 -0.085
C -1.1586 1.3391 1.6977 0.1 -0.2 -0.1 -0.358
C -2.4076 0.7545 1.9152 0.1 -0.1 0.0 -0.104
C -3.5222 1.5453 2.1104 -0.1 0.0 0.0 -0.067
C -3.3907 2.9266 2.0860 0.0 0.0 0.0 -0.071
C -2.1504 3.5085 1.8802 -0.1 0.1 0.1 -0.069
C -1.0301 2.7193 1.6748 0.0 -0.2 0.1 -0.095
H 2.1686 1.3949 1.3196 -0.2 -0.1 -0.2 0.064
H 3.3475 -2.6432 -0.2386 0.0 0.0 0.0 0.002
H 5.5966 -3.3716 0.4195 0.0 -0.1 0.0 0.112
H 7.3300 -1.6972 0.9652 0.1 0.0 0.0 0.110
H 6.8039 0.7063 0.8303 0.0 0.1 0.0 0.110
H 4.5642 1.4517 0.2299 0.0 0.1 0.0 0.087
H 3.4212 2.7392 -0.9952 0.0 0.1 0.0 0.103
H 4.0457 3.8558 -3.0918 0.1 0.1 0.0 0.111
H 3.6325 2.7535 -5.2654 0.0 0.1 -0.1 0.111
H 2.4951 0.5719 -5.3468 0.0 0.0 -0.1 0.112
H 1.8159 -0.5405 -3.2398 0.1 0.1 -0.1 0.096
H 1.2676 1.7642 3.4671 0.0 0.1 0.0 0.102
H 2.2059 1.1929 5.6725 0.0 0.1 0.1 0.110
H 2.2057 -1.1438 6.4483 0.0 0.0 0.1 0.111
H 1.2493 -2.9223 5.0343 0.0 -0.1 0.0 0.111
H 0.3451 -2.3639 2.7906 0.1 -0.1 0.0 0.083
H -2.4894 -0.3290 1.9172 -0.1 0.0 0.0 0.111
H -4.4919 1.0926 2.2584 -0.1 0.0 0.1 0.115
H -4.2606 3.5519 2.2144 -0.1 0.1 0.1 0.115
H -2.0638 4.5836 1.8663 0.0 0.1 0.0 0.117
H -0.0656 3.1648 1.4771 0.1 0.1 0.0 0.106
O -4.5530 4.8297 -0.8901 0.0 -0.1 0.0 0.083
N -5.1043 3.7452 -0.9343 -0.9 0.8 0.2 -0.332
O -6.2954 3.5887 -0.7477 0.1 0.1 0.0 0.097
C -4.3240 2.5641 -1.1846 -0.1 -2.1 -0.3 -0.077
C -5.0192 1.3814 -1.2865 0.1 1.4 0.1 0.088
C -4.3610 0.1453 -1.3957 0.9 -0.6 0.1 -0.119
C -5.0566 -1.0787 -1.4893 0.4 0.2 0.1 0.039
C -4.3373 -2.2446 -1.4843 -0.2 0.1 -0.1 -0.002
C -2.9433 -2.1899 -1.4173 0.3 0.3 -0.1 -0.100
N -2.2510 -1.0566 -1.3507 -0.9 -0.1 0.0 0.029
C -2.9491 0.1049 -1.3435 -0.8 -0.2 -0.2 -0.143
C -2.2178 1.3351 -1.3428 -0.1 0.6 0.0 -0.145
N -0.8723 1.2312 -1.4348 0.0 0.4 0.0 0.070
C -0.1723 2.3538 -1.4998 -0.1 -0.3 -0.2 -0.109
C -0.7430 3.6172 -1.4538 -0.5 0.1 -0.2 -0.007
C -2.1072 3.7467 -1.3470 0.6 0.0 -0.2 0.030
C -2.8955 2.5824 -1.2883 0.3 -0.2 0.0 -0.052
H -6.0982 1.3984 -1.2523 0.0 0.1 0.0 0.138
H -6.1308 -1.0621 -1.5740 -0.2 -0.1 0.1 0.131
H -4.8254 -3.2028 -1.5564 0.0 -0.1 0.0 0.120
H -2.3749 -3.1071 -1.4646 0.1 0.2 0.2 -0.004
H 0.8903 2.2509 -1.6295 -0.1 0.1 0.1 0.067
H -0.1064 4.4829 -1.5287 0.1 0.1 0.0 0.122
H -2.5693 4.7204 -1.3422 0.1 -0.1 0.1 0.114
Te 0.6145 -3.3699 -0.6235 0.2 -0.9 -0.1 0.840
C -0.4798 -5.1812 -0.7958 -0.2 0.1 -0.2 -0.974
C -0.0858 -6.3699 -0.2385 0.1 0.8 0.0 -0.269
C -0.9327 -7.4492 -0.5499 -0.5 -0.2 -0.3 -0.195
C -1.9669 -7.0923 -1.3583 0.0 0.0 0.0 -0.419
S -1.9115 -5.4300 -1.7579 0.6 -0.1 0.4 0.922
H 0.7876 -6.4515 0.3839 0.2 0.0 0.1 0.093
H -0.7807 -8.4513 -0.1919 0.0 -0.2 0.1 0.105
H -2.7598 -7.6986 -1.7501 -0.1 -0.2 0.0 0.062
```
Forces are in eV/Å.

Multiplicity ... 6
Relative energy (zero: lowest compared OMol25 entry of this formula, charge and spin) ... 128.5 kJ/mol
Charge ... +1